i | This record from the Open Molecules 2025 dataset describes a single C9H16O molecule. The level of theory is ωB97M-V/def2-TZVPD.

Cartesian coordinates (Å):
C (-0.17, -0.19, -0.43)
C (1.04, 0.53, 0.53)
C (0.10, 0.12, -1.91)
C (-0.17, -1.70, -0.19)
C (0.92, 0.11, 1.99)
C (2.44, 0.21, 0.00)
C (-1.43, 0.44, -0.02)
C (-2.75, -0.32, -0.63)
C (-1.73, 1.55, 0.64)
O (-3.88, -0.02, -0.33)
H (0.90, 1.61, 0.44)
H (-2.58, -1.12, -1.38)
H (-0.64, -1.95, 0.76)
H (0.22, 1.19, -2.06)
H (0.99, -0.40, -2.25)
H (-0.74, -0.22, -2.52)
H (0.85, -2.09, -0.19)
H (-0.71, -2.23, -0.98)
H (3.19, 0.65, 0.67)
H (-0.08, 0.26, 2.37)
H (1.19, -0.94, 2.11)
H (1.61, 0.69, 2.61)
H (2.60, 0.64, -0.99)
H (2.62, -0.86, -0.04)
H (-1.01, 2.21, 1.08)
H (-2.77, 1.83, 0.75)

The LUMO energy is 0.646 eV. As for the total charge: 0. The SMILES is C=C(C=O)C(C)(C)C(C)C. For the HOMO energy, the calculation gives -0.3443 hartree. The value obtained for the molar mass is 140.23 g/mol.

=====

ii | This record from the Open Molecules 2025 dataset describes a molecular structure, C9H16O. The level of theory is ωB97M-V/def2-TZVPD.

Cartesian coordinates (Å):
C (-1.04, 0.33, -0.25)
C (-0.78, 1.23, -1.44)
C (-1.79, -0.93, -0.64)
C (-1.74, 1.07, 0.87)
C (0.45, -1.03, 1.75)
C (1.14, -0.89, -0.67)
C (0.64, -0.21, 0.50)
C (1.41, 0.98, 0.56)
C (2.22, -1.51, -1.07)
O (2.64, 1.30, 0.08)
H (3.17, 0.49, 0.02)
H (0.94, 1.93, 0.76)
H (-1.75, 1.49, -1.88)
H (-0.26, 2.14, -1.17)
H (-0.19, 0.72, -2.20)
H (-1.31, -1.42, -1.47)
H (-1.87, -1.62, 0.20)
H (-2.81, -0.65, -0.93)
H (-1.17, 1.94, 1.19)
H (-1.92, 0.43, 1.73)
H (-2.71, 1.42, 0.51)
H (-0.22, -1.87, 1.56)
H (0.06, -0.43, 2.57)
H (1.41, -1.45, 2.06)
H (3.24, -1.27, -0.74)
H (2.23, -2.18, -1.93)

The LUMO energy (spin up / spin down) is 0.668 / 0.180 eV. As for the total charge: 0. For the HOMO energy (spin up / spin down), the calculation gives -0.2822 / -0.2471 hartree. The value obtained for the molar mass is 140.23 g/mol.

=====

Of them, ii has the lowest stability.